1.
{
  "formula": "C4H8O2",
  "method": "ωB97M-V/def2-TZVPD",
  "total_charge": 0,
  "symbols": ["C", "C", "O", "C", "C", "O", "H", "H", "H", "H", "H", "H", "H", "H"],
  "coordinates": [[-0.9900, -0.3838, 1.4376], [0.1401, 0.3008, 0.6847], [1.2826, -0.4989, 0.6040], [-0.1870, 0.5661, -0.8016], [1.0500, 0.4935, -1.5725], [0.0413, -0.7236, -1.5056], [-1.2668, -1.3294, 0.9566], [-0.6677, -0.6094, 2.4578], [-1.8781, 0.2578, 1.4844], [0.3518, 1.2808, 1.1468], [0.5005, -1.2410, -0.7604], [-1.1200, 1.0232, -1.1209], [1.7185, 0.0072, -0.4127], [1.0249, 0.8567, -2.5982]],
  "forces_ev_per_angstrom": [[-0.02, -0.02, 0.01], [-0.18, 0.07, -0.02], [0.15, 0.11, -0.01], [-0.02, 0.07, 0.10], [0.01, 0.20, -0.18], [0.00, -0.28, 0.08], [0.05, 0.13, 0.05], [-0.05, 0.04, -0.15], [0.12, -0.08, -0.01], [-0.01, -0.12, -0.07], [-0.07, 0.11, -0.14], [0.15, -0.04, 0.06], [-0.09, -0.14, 0.11], [-0.02, -0.04, 0.16]]
}

=====

2.
{
  "formula": "C6H12F4OSi2",
  "method": "ωB97M-V/def2-TZVPD",
  "total_charge": 0,
  "symbols": ["C", "C", "C", "C", "C", "C", "O", "F", "F", "F", "F", "Si", "Si", "H", "H", "H", "H", "H", "H", "H", "H", "H", "H", "H", "H"],
  "coordinates": [[-2.9443, -1.0734, -0.8168], [-2.9757, 0.2427, -0.5891], [-0.1742, 3.3658, -0.7304], [1.0049, -2.0501, -0.7535], [2.6270, 0.3910, 0.1943], [0.7082, -1.3559, 2.2672], [-0.2613, 0.4047, 0.0998], [-2.6688, -1.7336, -1.9071], [-3.3125, -1.9658, 0.0952], [-3.2553, 0.7762, 0.5812], [-2.5977, 1.2232, -1.4018], [-0.2075, 2.6752, 0.9934], [0.9347, -0.6104, 0.4225], [0.1212, 4.3942, -0.9079], [0.5016, 2.6145, -1.2429], [-1.1730, 2.9265, -1.2393], [1.1630, -3.0037, -0.2338], [-0.0267, -2.3378, -0.9084], [1.7151, -1.9111, -1.6243], [3.0254, 0.0089, -0.7542], [2.3349, 1.4380, -0.0952], [3.3177, 0.1796, 0.9593], [0.0255, -2.2567, 2.1825], [1.6843, -1.7620, 2.4785], [0.4333, -0.5802, 2.9309]],
  "forces_ev_per_angstrom": [[-0.61, 0.37, 0.75], [0.56, -0.43, -0.31], [-1.17, -2.85, -1.13], [0.37, -0.67, 0.23], [-2.53, -0.41, -1.84], [0.21, -1.14, -3.23], [-0.69, 3.19, 0.58], [0.40, 0.64, -0.93], [-0.03, 0.57, 0.49], [-0.25, -0.41, 0.43], [-0.18, -0.81, -0.48], [-0.02, -2.58, -1.22], [1.18, 0.06, 1.70], [-0.38, 0.04, -0.17], [-0.15, 0.91, 0.41], [1.79, 1.59, 1.10], [1.28, 0.20, 0.22], [-0.62, 0.65, -1.42], [-1.36, -0.41, 0.77], [0.18, -0.09, 0.18], [0.69, -0.62, 1.01], [0.99, 0.52, 1.01], [0.39, 1.30, 0.41], [0.46, -0.10, 0.55], [-0.51, 0.45, 0.91]]
}

=====

3.
{
  "formula": "C6H15N2",
  "method": "ωB97M-V/def2-TZVPD",
  "smiles": "C/C=[N+](/C)CCNC",
  "total_charge": 1,
  "symbols": ["C", "C", "C", "C", "C", "C", "N", "N", "H", "H", "H", "H", "H", "H", "H", "H", "H", "H", "H", "H", "H", "H", "H"],
  "coordinates": [[0.1486, -0.3131, -0.5508], [-1.3914, 0.0544, -1.1346], [2.3360, 0.3169, 0.2832], [3.0378, -0.9586, -0.0191], [0.6261, 1.9626, 0.3138], [-2.7891, -0.8234, 0.8361], [1.1154, 0.7069, 0.0412], [-2.2424, 0.2267, 0.0176], [-0.2007, -0.9541, 0.3293], [0.4921, -0.6543, -1.5161], [-1.1972, 0.9670, -1.6170], [2.9624, 1.1030, 0.6421], [3.7411, -1.1433, 0.7594], [3.7746, -0.8356, -0.9287], [-1.6881, -0.7136, -1.8701], [-0.4206, 2.1083, 0.7161], [1.2623, 2.4611, 1.0330], [0.8532, 2.4594, -0.7067], [-2.6753, -1.8286, 0.4163], [-2.2963, -0.9088, 1.8116], [-3.7396, -0.6958, 1.0464], [2.2375, -1.6310, -0.1349], [-2.8110, 0.9895, -0.1201]],
  "forces_ev_per_angstrom": [[-2.89, -0.43, 0.16], [2.03, -0.55, 3.00], [-0.23, 1.33, -0.88], [0.43, 1.90, -1.70], [-0.28, 4.38, -0.97], [4.79, -1.62, -0.49], [0.29, -5.43, -0.30], [1.31, -0.37, -0.73], [1.41, 0.05, -1.60], [1.22, -1.09, 0.55], [-0.61, 1.38, -0.86], [0.25, 0.61, 0.63], [0.15, -0.47, 0.94], [-1.86, -0.17, 1.27], [0.42, -0.01, 0.40], [1.05, -0.92, -1.01], [0.29, 0.15, 0.12], [-1.23, 0.20, 1.67], [-0.07, 0.16, -0.41], [0.23, 0.23, 0.00], [-4.81, 0.83, 0.70], [-0.12, -1.81, -0.44], [-1.76, 1.66, -0.07]]
}

=====

4.
{
  "formula": "C6H12N2",
  "method": "ωB97M-V/def2-TZVPD",
  "total_charge": 0,
  "symbols": ["C", "C", "C", "C", "N", "N", "C", "C", "H", "H", "H", "H", "H", "H", "H", "H", "H", "H", "H", "H"],
  "coordinates": [[1.3036, 0.9533, 1.3331], [-2.5190, 0.7569, -0.3526], [-0.8145, -1.5318, -0.5458], [2.1801, -0.7901, -0.3488], [-1.0828, 0.9054, -0.2797], [1.0727, 1.9540, 0.3549], [-0.3161, -0.1400, -0.2208], [1.0522, 0.0613, 0.1459], [0.2479, 2.5033, 0.5872], [2.3589, 0.9305, 1.6154], [0.6376, 0.8312, 2.1916], [-2.8169, 0.2924, -1.3005], [-2.9637, 1.7520, -0.3239], [-2.9396, 0.1580, 0.4655], [-1.2106, -1.5656, -1.5630], [-1.6317, -1.7933, 0.1293], [-0.0365, -2.2834, -0.4506], [2.9837, -0.1447, -0.7135], [2.6000, -1.4092, 0.4502], [1.8947, -1.4404, -1.1739]],
  "forces_ev_per_angstrom": [[0.34, -0.21, 0.15], [0.01, -0.23, -0.38], [0.02, 0.10, 0.24], [0.22, 0.61, -0.52], [0.06, -1.06, 0.37], [2.17, -0.93, 0.22], [-1.96, 0.75, -0.56], [-0.04, 2.08, 0.93], [-0.50, -0.98, -0.73], [-0.05, -0.29, 0.24], [0.00, 0.18, -0.10], [-0.10, -0.04, 0.03], [-0.05, -0.09, 0.04], [0.03, 0.02, -0.05], [0.00, 0.03, 0.02], [0.00, -0.04, -0.01], [0.00, -0.06, 0.03], [0.03, -0.05, 0.03], [-0.12, 0.12, 0.09], [-0.06, 0.08, -0.04]]
}

=====

Calculated F_max, 0.29 3.43 5.45 2.37 eV/Å (same order as the records).
Calculated energy relative to the best compared isomer or geometry (same formula, charge and spin), 111.59 13.60 88.71 80.64 kcal/mol (same order as the records).